# C33H29BMnN4O6S

A molecular structure, C33H29BMnN4O6S (wB97M-V/def2-TZVPD, OMol25).

Geometry as XYZ:
```
75
C33H29BMnN4O6S | OMol25 | wB97M-V/def2-TZVPD
Mn 0.02 -1.78 -1.75
O -0.23 -1.61 0.54
C 1.00 -1.59 1.29
C 2.17 -1.71 0.26
O 3.30 -1.79 0.71
O 1.84 -1.77 -0.98
C 1.07 -0.28 2.09
C 2.16 0.57 2.09
C 2.15 1.74 2.84
C 1.03 2.07 3.60
C -0.07 1.23 3.60
C -0.04 0.06 2.86
C 1.06 -2.81 2.19
C 0.49 -4.01 1.75
C 0.57 -5.15 2.54
C 1.21 -5.11 3.76
C 1.79 -3.92 4.20
C 1.72 -2.78 3.42
H -0.94 -1.88 1.12
H 3.04 0.31 1.51
H 3.01 2.39 2.83
H 1.02 2.99 4.18
H -0.94 1.47 4.19
H -0.90 -0.60 2.90
H 0.01 -4.05 0.78
H 0.13 -6.07 2.18
H 1.27 -6.00 4.38
H 2.30 -3.89 5.15
H 2.18 -1.86 3.75
S -0.17 -1.75 -4.23
C -1.82 -1.77 -3.71
C -2.93 -1.90 -4.56
C -4.19 -1.96 -4.01
C -4.36 -1.87 -2.63
C -3.24 -1.72 -1.86
N -2.01 -1.66 -2.38
H -2.77 -1.99 -5.62
H -5.05 -2.09 -4.66
H -5.34 -1.93 -2.18
H -3.30 -1.65 -0.78
C 0.96 6.99 -0.42
C 0.33 5.91 0.47
C 1.31 5.61 1.61
C -0.96 6.46 1.09
C 0.02 4.67 -0.36
C -0.86 4.77 -1.45
C -1.21 3.68 -2.24
C -0.65 2.47 -1.91
O -0.83 1.24 -2.49
B -0.05 0.35 -1.74
O 0.63 1.05 -0.74
C 0.23 2.35 -0.85
C 0.58 3.42 -0.06
H 1.19 7.88 0.16
H 0.29 7.28 -1.23
H 1.88 6.63 -0.87
H 1.50 6.52 2.18
H 2.27 5.25 1.23
H 0.91 4.86 2.29
H -0.75 7.34 1.69
H -1.43 5.71 1.73
H -1.69 6.73 0.32
H -1.30 5.73 -1.68
H -1.90 3.78 -3.07
H 1.26 3.27 0.77
N 1.68 -4.67 -2.19
C 0.33 -4.69 -2.12
O -0.26 -3.76 -1.50
C -0.39 -5.75 -2.71
C -1.81 -5.70 -2.69
N -2.96 -5.67 -2.68
C 0.28 -6.81 -3.36
N 0.85 -7.67 -3.87
H 2.15 -3.85 -1.83
H 2.17 -5.26 -2.84
```

Values from the calculation:
Multiplicity = 5
Charge = -1
Energy = -95776.4083 eV
Energy above the lowest of the compared OMol25 structures with the same formula, charge and spin = 4.0 kcal per mole
Max |F| = 0.26 eV Å⁻¹
HOMO level (spin up / spin down) = -5.23 / -5.25 eV

# C3H4BrN3S

2 unconnected molecules or ions with the total composition C3H4BrN3S in a non-equilibrium geometry (wB97M-V/def2-TZVPD, OMol25).

Geometry as XYZ:
```
12
C3H4BrN3S | OMol25 | wB97M-V/def2-TZVPD
C 0.46 -0.31 -0.95
C 4.01 0.49 -0.61
C 1.23 -2.85 -0.28
N 0.47 0.81 -0.71
N 3.59 1.61 -0.83
N 3.07 2.46 -1.52
S 0.20 -1.88 -1.50
Br 4.49 -0.17 1.03
H 1.74 -3.67 -0.80
H 0.55 -3.35 0.39
H 1.94 -2.42 0.28
H 1.99 2.37 -1.55
```

Values from the calculation:
Charge = 0
Energy = -88519.3533 eV
Energy above the lowest of the compared OMol25 structures with the same formula, charge and spin = 66.0 kcal per mole
Max |F| = 4.63 eV Å⁻¹
HOMO level = -8.88 eV

# C20H12CdCl7N3O2

A molecular structure, C20H12CdCl7N3O2 (wB97M-V/def2-TZVPD, OMol25).

Geometry as XYZ:
```
45
C20H12CdCl7N3O2 | OMol25 | wB97M-V/def2-TZVPD
Cd 0.70 -0.43 -0.29
O 0.07 2.22 3.64
C -0.84 3.08 3.14
C -1.44 3.99 4.01
C -2.36 4.90 3.54
C -2.70 4.94 2.19
C -2.12 4.03 1.33
C -1.20 3.08 1.79
C -0.61 2.09 0.87
O 0.35 1.36 1.25
N -1.18 2.03 -0.35
N -0.66 1.11 -1.16
C -1.09 1.06 -2.36
C -0.55 0.10 -3.31
C -1.03 0.07 -4.62
C -0.48 -0.81 -5.53
C 0.56 -1.64 -5.11
C 0.96 -1.55 -3.78
N 0.43 -0.72 -2.90
H 0.41 1.70 2.89
H -1.16 3.97 5.06
H -2.81 5.61 4.23
H -3.40 5.67 1.82
H -2.36 4.03 0.27
H -1.85 1.76 -2.70
H -1.83 0.74 -4.91
H -0.84 -0.86 -6.54
H 1.03 -2.33 -5.78
H 1.76 -2.19 -3.42
Cl 3.47 -1.91 -1.41
C 3.13 -2.32 0.24
C 2.03 -1.71 0.83
C 1.77 -2.06 2.16
Cl 0.38 -1.40 2.93
C 2.59 -2.94 2.87
Cl 2.27 -3.28 4.53
C 3.67 -3.53 2.23
Cl 4.69 -4.62 3.09
C 3.93 -3.25 0.89
Cl 5.21 -4.05 0.07
Cl -1.95 -1.60 0.24
C -1.89 -3.29 -0.33
Cl -0.35 -3.69 -1.10
H -2.68 -3.43 -1.05
H -2.02 -3.94 0.53
```

Values from the calculation:
Charge = 0
Energy = -121721.8885 eV
Max |F| = 0.54 eV Å⁻¹
HOMO level = -7.96 eV